Here is a structure of composition C12H18I2LaO4RhS at a distorted geometry from OMol25. Energies are from wB97M-V/def2-TZVPD.

Last column: Mulliken charge in e.
Positions of all 39 atoms, in Å:
I  3.09791  -1.12069  -0.53425  0.18
I  3.40065  1.50832  0.81227  0.14
La  0.29277  0.51518  -0.09849  1.86
Rh  -1.22359  -1.08489  1.84273  0.53
S  0.77624  1.52132  -2.64413  0.33
C  -1.60291  -1.67240  0.14297  0.04
C  -2.80446  -0.44651  2.55887  0.09
C  -0.08263  0.74427  -4.03208  0.94
C  0.25642  1.45915  -5.33980  -1.41
C  -1.57776  0.82879  -3.75759  -1.23
C  0.36239  -0.70831  -4.12277  -1.20
C  -1.48139  1.84056  1.65398  0.07
C  -2.60925  1.77409  -0.67464  0.06
O  -3.78179  0.03950  2.95334  -0.10
O  -1.90252  -2.23191  -0.84601  -0.18
O  -1.95652  2.47659  2.48615  -0.07
O  -3.62725  2.28316  -0.77488  -0.03
H  -0.32184  1.03162  -6.16746  0.44
H  1.31423  1.34228  -5.59442  0.45
H  0.03091  2.52665  -5.28624  0.46
H  -2.10688  0.40662  -4.61505  0.47
H  -1.89244  1.86839  -3.63847  0.45
H  -1.86712  0.25462  -2.86678  0.24
H  -0.27615  -1.22281  -4.85228  0.42
H  0.24596  -1.23700  -3.17210  0.29
H  1.40062  -0.79339  -4.45881  0.42
C  2.57514  -0.42182  4.08269  -1.17
C  1.35829  -1.14715  3.50157  0.78
C  0.71650  -2.02553  4.58006  -1.36
C  0.38367  -0.13436  2.89102  -0.95
H  2.26976  0.22994  4.91317  0.39
H  3.08549  0.19062  3.32511  0.10
H  3.31200  -1.13867  4.46547  0.44
H  1.71990  -1.79734  2.68617  0.09
H  0.36764  -1.38886  5.40559  0.38
H  -0.13136  -2.58660  4.15479  0.41
H  1.46954  -2.72540  4.98514  0.41
H  -0.14508  0.39871  3.69110  0.56
H  0.95490  0.64324  2.34407  0.25

Atoms 1-3, force components in eV/Å:
I 0.2 1.7 0.8
I -0.2 -1.5 -1.3
La -0.7 0.0 2.6

- ΔE to the lowest compared entry with this formula, charge and spin: 137.7 kJ/mol
- 2S+1: 5
- HOMO-LUMO gap (alpha / beta): 5.502 / 3.649 eV
- Charge: +4
- ⟨S²⟩: 6.031

Here is a structure of composition C12H18IN2O4OsPS2 at a distorted geometry from OMol25. Energies are from wB97M-V/def2-TZVPD.

Last column: natural (NBO) charge in e.
Positions of all 41 atoms, in Å:
Os  -0.57878  0.18703  1.55474  0.98
S  -0.63513  0.04643  3.88800  0.26
C  -1.55392  -1.33731  4.26487  -0.30
C  -1.64388  -1.62328  5.65971  0.23
N  -1.73220  -1.84153  6.78529  -0.23
C  -2.18624  -2.17735  3.35326  -0.27
S  -2.19230  -1.95767  1.67801  0.09
C  -2.90597  -3.31684  3.83034  0.23
N  -3.48876  -4.24592  4.17489  -0.23
I  -2.50664  1.86306  1.36213  -0.22
C  -1.22850  -2.79268  -1.73080  -0.63
C  -0.57748  -1.41661  -1.80409  0.29
C  -1.61654  -0.32968  -2.05317  -0.64
C  0.50311  -1.39455  -2.87705  -0.64
O  -0.00340  -1.17237  -0.47370  -0.86
P  1.39673  -0.46537  -0.06081  2.53
O  2.59775  -0.84445  -0.78456  -1.06
O  1.26859  -0.63394  1.46968  -1.04
O  0.83989  1.07035  -0.27388  -0.88
C  1.59238  2.31953  -0.47649  0.29
C  3.08812  2.13543  -0.25112  -0.65
C  1.03444  3.31563  0.53409  -0.64
C  1.28877  2.76529  -1.89820  -0.63
H  -1.52629  -3.10848  -2.72991  0.22
H  -2.11256  -2.77517  -1.09475  0.22
H  -0.52132  -3.51748  -1.32734  0.23
H  -2.14427  -0.52923  -2.98588  0.23
H  -1.13789  0.64803  -2.11706  0.22
H  -2.34671  -0.31469  -1.24132  0.22
H  0.04672  -1.62370  -3.83874  0.22
H  1.27723  -2.12872  -2.65807  0.24
H  0.97622  -0.41374  -2.93428  0.22
H  3.26849  1.72107  0.74307  0.22
H  3.58298  3.10293  -0.32319  0.23
H  3.52023  1.45969  -0.98453  0.24
H  1.14423  2.91974  1.54644  0.21
H  -0.02034  3.51449  0.34552  0.23
H  1.58722  4.25227  0.47245  0.23
H  1.69990  2.05368  -2.61587  0.22
H  1.73541  3.74237  -2.08294  0.22
H  0.21072  2.84373  -2.04473  0.22

Atoms 1-3, force components in eV/Å:
Os -0.6 -0.5 0.9
S -0.3 -0.1 -0.5
C 0.2 0.2 -0.2

- 2S+1: 5
- HOMO-LUMO gap (alpha / beta): 7.448 / 5.703 eV
- Charge: 0
- ⟨S²⟩: 6.039

Here is the molecule C12H18N2O5 at a distorted geometry from OMol25. Energies are from wB97M-V/def2-TZVPD.

Last column: natural (NBO) charge in e.
Positions of all 37 atoms, in Å:
O  1.05986  -3.74948  2.28914  -0.61
O  -1.03389  0.08271  2.69921  -0.69
O  -2.89378  1.98500  2.16516  -0.77
O  -1.71262  0.86518  -1.63171  -0.73
O  -0.30495  1.06567  0.17045  -0.33
C  0.79752  -2.67442  1.76400  0.64
C  -0.32222  -0.62763  1.95939  0.77
C  1.27142  -2.30112  0.42982  -0.18
C  0.87954  -1.06966  -0.07305  0.27
N  0.00428  -1.84192  2.48595  -0.60
N  0.01586  -0.22138  0.67551  -0.15
C  -1.26586  3.69479  -0.80127  -0.62
C  -2.10900  2.97330  1.51865  -0.05
C  -1.68742  1.23011  -0.24404  0.36
C  2.22666  -3.19750  -0.30403  -0.42
C  1.39823  -0.63063  -1.39562  -0.47
C  2.99939  -2.51591  -1.46612  -0.39
C  2.06330  -1.63049  -2.29129  -0.38
C  -2.12850  2.67779  -0.01310  -0.27
H  -2.35412  1.21761  2.46392  0.51
H  -2.63773  0.81901  -1.88058  0.48
H  -0.23128  -2.03270  3.47271  0.46
H  -0.30333  3.76789  -0.33872  0.21
H  -1.22959  3.39567  -1.85221  0.22
H  -1.72329  4.68644  -0.73366  0.21
H  -1.06815  2.94973  1.84983  0.17
H  -2.52752  3.95307  1.69800  0.18
H  -2.40702  0.59752  0.32533  0.19
H  2.90951  -3.59866  0.39814  0.24
H  1.68381  -4.06347  -0.70494  0.22
H  2.08640  0.19874  -1.28447  0.23
H  0.55278  -0.24601  -1.95937  0.25
H  3.44838  -3.25698  -2.16348  0.22
H  3.80543  -1.90600  -1.05171  0.20
H  1.27340  -2.23244  -2.76132  0.20
H  2.63914  -1.14513  -3.09115  0.22
H  -3.17464  2.78127  -0.32338  0.21

Atoms 1-3, force components in eV/Å:
O 0.4 -0.1 -0.4
O 0.8 -0.2 -1.1
O -0.2 0.1 0.5

- ΔE to the lowest compared entry with this formula, charge and spin: 206.9 kJ/mol
- HOMO-LUMO gap: 9.522 eV
- Charge: 0

Here is a structure of composition C12H18N4O4RuTe at a distorted geometry from OMol25. Energies are from wB97M-V/def2-TZVPD.

Last column: natural (NBO) charge in e.
Positions of all 40 atoms, in Å:
Ru  -0.27798  0.40887  0.09561  0.85
O  -0.05374  -0.04816  2.01075  -0.44
N  1.15308  -0.06785  2.46296  0.22
N  2.01326  0.15868  1.59278  0.15
O  1.63544  0.44740  0.33458  -0.55
C  3.43858  0.10467  1.89661  0.15
C  4.32216  0.01872  0.84018  -0.24
C  5.67892  -0.07270  1.12017  -0.19
C  6.12208  -0.07484  2.43293  -0.18
C  5.20979  0.02988  3.47525  -0.18
C  3.85269  0.11978  3.21598  -0.23
H  3.96087  0.00549  -0.17678  0.23
H  6.38644  -0.14441  0.30510  0.23
H  7.17846  -0.16486  2.64723  0.23
H  5.55437  0.04674  4.50020  0.24
H  3.13412  0.19452  4.01986  0.25
C  0.02215  -1.92588  -3.58007  -0.69
C  -0.30052  -1.25137  -2.29375  0.31
N  0.37301  -0.27984  -1.80375  -0.22
O  1.49499  0.10517  -2.51330  -0.53
C  -1.43975  -1.66430  -1.46492  0.06
C  -2.50598  -2.59533  -1.93044  -0.67
N  -1.45540  -1.16520  -0.25291  0.06
O  -2.35278  -1.38684  0.58441  -0.48
H  1.09277  -1.90597  -3.76346  0.26
H  -0.46335  -1.39036  -4.40008  0.26
H  -0.33871  -2.95139  -3.58071  0.25
H  1.98886  0.64777  -1.88074  0.49
H  -2.81442  -2.33603  -2.94413  0.23
H  -3.35750  -2.53090  -1.25902  0.26
H  -2.16532  -3.63398  -1.93628  0.24
C  -2.31128  3.63608  -0.33674  -0.89
Te  -1.99076  2.16113  1.12900  0.85
C  -3.86330  1.22886  0.88525  -0.86
H  -2.56429  3.17710  -1.28834  0.24
H  -1.40745  4.23249  -0.43274  0.25
H  -3.12847  4.25552  0.02546  0.25
H  -4.61260  1.84289  1.37766  0.24
H  -3.79031  0.24900  1.34376  0.28
H  -4.06633  1.14047  -0.17756  0.24

Atoms 1-3, force components in eV/Å:
Ru 1.0 -0.9 -1.4
O 0.0 0.1 1.3
N -0.7 -0.1 0.0

- ΔE to the lowest compared entry with this formula, charge and spin: 133.5 kJ/mol
- 2S+1: 2
- HOMO-LUMO gap (alpha / beta): 6.787 / 6.633 eV
- Charge: +1
- ⟨S²⟩: 0.770

Here is the molecule C12H18N4S at a distorted geometry from OMol25. Energies are from wB97M-V/def2-TZVPD.

Last column: natural (NBO) charge in e.
Positions of all 35 atoms, in Å:
C  -3.89431  -1.70075  -0.21102  -0.61
C  -4.23617  -0.24750  -0.51853  -0.39
C  -3.18064  0.73501  -0.01048  -0.40
C  -1.84027  0.58721  -0.72820  -0.41
C  -0.85527  1.70851  -0.39804  -0.41
C  -0.46847  1.79070  1.07093  -0.52
H  -1.32990  2.01010  1.69989  0.23
H  0.30600  2.53886  1.22745  0.27
S  0.14414  0.20199  1.73330  0.28
C  1.63668  -0.11097  0.87449  0.10
N  2.43690  0.85151  0.37978  -0.21
N  2.31164  2.18084  0.38663  -0.34
C  3.39721  2.59611  -0.23663  0.19
N  4.22803  1.63980  -0.65028  -0.49
C  3.64732  0.51886  -0.26855  0.49
N  4.05491  -0.72576  -0.40667  -0.44
C  3.29546  -1.67933  0.08540  0.28
C  2.07487  -1.41050  0.72949  -0.34
H  1.46734  -2.21173  1.11569  0.24
C  3.77333  -3.08415  -0.07178  -0.65
H  3.04671  -3.66802  -0.63378  0.23
H  3.89649  -3.54901  0.90469  0.23
H  4.72338  -3.08451  -0.59640  0.24
H  3.58840  3.63872  -0.39214  0.20
H  0.04890  1.57762  -0.99769  0.21
H  -1.29095  2.67258  -0.67289  0.21
H  -2.01181  0.59041  -1.80715  0.20
H  -1.38968  -0.37152  -0.46621  0.21
H  -3.54968  1.75363  -0.15629  0.20
H  -3.04457  0.57592  1.06098  0.19
H  -4.35818  -0.12282  -1.59703  0.19
H  -5.19162  -0.00268  -0.04848  0.20
H  -3.00803  -2.01742  -0.75449  0.20
H  -4.71715  -2.35085  -0.49937  0.21
H  -3.71101  -1.83085  0.85342  0.20

Atoms 1-3, force components in eV/Å:
C -0.1 0.2 -0.1
C 0.1 0.0 0.2
C 0.0 -0.2 -0.4

- ΔE to the lowest compared entry with this formula, charge and spin: 6.7 kJ/mol
- HOMO-LUMO gap: 9.063 eV
- Charge: 0

Here is the ion C12H18NO with charge +1 at a distorted geometry from OMol25. Energies are from wB97M-V/def2-TZVPD.

Last column: natural (NBO) charge in e.
Positions of all 32 atoms, in Å:
C  1.93614  -0.14205  3.95121  -0.15
C  1.18175  1.02403  4.11324  -0.19
C  2.02470  -0.76633  2.73117  -0.19
C  0.37966  1.53915  3.15633  -0.19
C  1.26091  -0.18689  1.71986  -0.03
C  0.45675  0.90001  1.89016  -0.13
C  1.18968  -0.70811  0.26607  -0.23
C  -0.35967  1.30574  0.66896  0.29
C  0.20219  -1.11434  -2.48555  -0.62
C  -1.66042  -1.21670  -0.74900  -0.65
C  -1.40789  0.88101  -2.20734  -0.65
C  -0.69612  -0.22563  -1.45746  0.18
N  0.28096  0.28991  -0.42943  -0.41
O  -0.21545  2.59287  0.32019  -0.66
H  2.39954  -0.49519  4.73656  0.21
H  1.12817  1.36800  5.17407  0.24
H  2.85333  -1.55604  2.55135  0.24
H  -0.02751  2.54388  3.30064  0.24
H  2.09456  -0.82997  -0.16188  0.23
H  0.79309  -1.84304  0.35395  0.24
H  -1.39983  0.88299  0.70913  0.21
H  1.07217  -0.49493  -2.69907  0.21
H  0.39806  -2.02664  -1.90249  0.22
H  -0.32625  -1.14659  -3.47241  0.25
H  -2.41099  -0.74168  -0.05981  0.22
H  -1.14780  -1.95447  -0.25508  0.22
H  -2.15462  -1.81319  -1.50851  0.25
H  -0.71153  1.71596  -2.63807  0.23
H  -2.04601  0.40987  -2.99532  0.26
H  -1.93587  1.41505  -1.42662  0.22
H  0.84394  0.93359  -0.95057  0.43
H  0.70053  2.85151  0.57529  0.50

Atoms 1-3, force components in eV/Å:
C -2.2 1.6 -3.6
C -0.1 -0.9 2.9
C 1.7 -0.4 -0.4

- ΔE to the lowest compared entry with this formula, charge and spin: 95.3 kJ/mol
- HOMO-LUMO gap: 10.410 eV
- Charge: +1

Number 1: energy -51779.117 eV. Number 2: energy -65434.743 eV. Number 3: energy -25952.808 eV. Number 4: energy -36748.054 eV. Number 5: energy -29531.913 eV. Number 6: energy -16265.816 eV.